# 1
# Br2H4Si2

A cluster of 2 separate species, Br2H4Si2 in total in a non-equilibrium geometry (ωB97M-V with the def2-TZVPD basis set, the OMol25 dataset).

Cartesian coordinates (Å):
1 Si -1.462045 -0.193012 -0.685758
2 Si 2.537443 0.776545 0.971197
3 Br -1.472454 1.948214 0.016979
4 Br 2.272900 -1.332315 -0.009089
5 H -1.283591 -0.098393 -2.120500
6 H -0.349334 -0.701249 -0.017805
7 H -2.758861 -0.895542 -0.622611
8 H 2.515939 0.495749 2.467587

Cartesian forces, eV/Å:
Si -1.363 1.134 -1.000
Si -0.009 -0.143 -0.649
Br -0.206 -0.274 0.049
Br 0.351 0.684 0.764
H 0.395 0.023 -0.477
H 0.878 -0.957 0.791
H 0.047 0.080 0.629
H -0.092 -0.547 -0.108

Properties
- HOMO energy (eV) = -9.0500
- Kohn-Sham gap (eV) = 7.73
- charge = 0
- E_tot (eV) = -155904.6403

natural (NBO) population analysis, charges in e, atoms 1 to 2:
1. Si 0.822
2. Si 0.735

=====

# 2
# Br2HOP

An isolated molecule of Br2HOP in a non-equilibrium geometry (ωB97M-V with the def2-TZVPD basis set, the OMol25 dataset).

Cartesian coordinates (Å):
1 O 1.347847 -0.479547 -0.100653
2 P -0.213516 0.102341 1.067515
3 Br -1.554503 -1.368791 0.055216
4 Br -0.636889 1.902972 -0.102261
5 H 1.057063 -0.156974 -0.919818

Cartesian forces, eV/Å:
O -2.133 0.490 4.688
P 3.054 -1.815 -3.074
Br -0.090 0.262 0.414
Br -0.175 0.316 0.058
H -0.656 0.748 -2.085

Properties
- SMILES string = OP(Br)Br
- HOMO energy (eV) = -10.5955
- Kohn-Sham gap (eV) = 10.09
- charge = 0
- E_tot (eV) = -151437.8719

natural (NBO) population analysis, charges in e, atoms 1 to 2:
1. O -0.930
2. P 0.872

=====

# 3
# Br2HOP

A cluster of 2 separate species, Br2HOP in total (ωB97M-V with the def2-TZVPD basis set, the OMol25 dataset).

Cartesian coordinates (Å):
1 O -0.069581 -1.043023 -3.438344
2 P 0.327974 -0.312622 -2.255997
3 Br 0.736993 1.826985 -2.835822
4 Br -0.497399 -0.264707 3.561196
5 H -0.497987 -0.206633 4.968967

Cartesian forces, eV/Å:
O -0.256 -0.535 -0.685
P 0.267 0.659 0.594
Br -0.011 -0.124 0.095
Br 0.000 -0.010 -0.247
H 0.000 0.010 0.243

Properties
- SMILES string = O=PBr.Br
- HOMO energy (eV) = -10.6065
- Kohn-Sham gap (eV) = 9.37
- charge = 0
- E_tot (eV) = -151438.1738

natural (NBO) population analysis, charges in e, atoms 1 to 2:
1. O -0.968
2. P 1.289